Entry 1:
The following is a DFT calculation (the ωB97M-V functional and the def2-TZVPD basis) of C21H14Co2O10 as an isolated structure.

XYZ file:
```
47
C21H14Co2O10 the ωB97M-V functional and the def2-TZVPD basis
O 4.7712 5.0533 0.5387
C 3.8709 4.4629 0.9656
Co 2.4326 3.6458 1.5870
C 1.9952 5.1612 2.3410
O 1.7621 6.2298 2.7156
C 1.5071 3.6130 0.0780
O 0.9496 3.7550 -0.9201
C 1.2680 2.4820 2.7430
C 0.6398 1.3123 2.3878
C -0.4588 0.4940 2.3850
C -1.7471 0.7039 1.6675
C -2.8773 1.3032 2.2901
C -4.0640 1.5082 1.5639
C -4.1679 1.1084 0.2244
C -3.0428 0.5795 -0.4072
C -1.8814 0.3270 0.3202
Co 2.4757 1.2166 2.1852
C 4.1343 1.9599 1.7587
O 5.2876 1.9070 1.5975
C 2.2388 0.8419 0.4802
O 1.9075 0.7664 -0.6255
C 2.9845 -0.3355 2.9213
O 3.3024 -1.3376 3.4039
H 1.0793 2.9747 3.7107
H -0.5240 -0.1970 3.2577
H -2.8052 1.5980 3.3472
H -4.9287 1.9527 2.0470
H -5.0937 1.2149 -0.3578
H -3.0910 0.3255 -1.4658
H -1.0539 -0.2146 -0.1062
C -0.5653 -4.7216 -3.9036
C -0.5485 -3.6702 -2.8029
C -1.0298 -4.3437 -1.5337
O 0.8311 -3.2503 -2.7574
C 1.1382 -2.1201 -1.9801
O 2.3160 -1.9200 -1.7791
C 0.0140 -1.2696 -1.6286
C -1.0953 -1.3361 -2.5477
O -1.7672 -0.3926 -2.9415
O -1.3694 -2.5661 -3.1687
H -0.2349 -4.3053 -4.8517
H 0.1338 -5.5054 -3.6222
H -1.5540 -5.1508 -4.0229
H -1.0741 -3.6726 -0.6773
H -2.0261 -4.7569 -1.7268
H -0.3469 -5.1704 -1.3236
H 0.3075 -0.2606 -1.3666
```

Calculated values
E_HOMO = -1.4 eV
ΔE to the lowest compared entry with this formula, charge and spin = 1.288 eV
Energy = -4326.51681 a.u.
Total charge = -2
LUMO energy = 4.8 eV
Gap between HOMO and LUMO = 6.26 eV

natural (NBO) population analysis, charges in e, atoms 1 to 2: -0.561, 0.527



Entry 2:
The following is a DFT calculation (the ωB97M-V functional and the def2-TZVPD basis) of C21H15AsBF5N6O6STi as an isolated structure.

XYZ file:
```
57
C21H15AsBF5N6O6STi the ωB97M-V functional and the def2-TZVPD basis
Ti 0.3051 0.4630 0.1378
C 2.9418 -2.5971 2.6914
C 2.4682 -2.1487 1.4428
N 1.6268 -1.1408 1.5922
N 1.5118 -0.9298 2.9227
C 2.2765 -1.8092 3.6036
B 0.3084 -0.1423 3.5074
N 0.3897 1.3830 3.2693
C 0.8058 2.3069 4.1546
C 0.6342 3.5541 3.5860
C 0.0856 3.2794 2.3220
N -0.0644 1.9772 2.1458
N -0.9730 -0.7028 2.8631
C -1.9269 -1.4502 3.4456
C -2.7915 -1.8833 2.4634
C -2.2631 -1.3454 1.2782
N -1.1686 -0.6459 1.5337
H 3.6536 -3.3820 2.8887
H 2.7096 -2.5116 0.4565
H 2.2834 -1.8049 4.6816
H 0.2761 -0.3507 4.7024
H 1.1873 2.0083 5.1177
H 0.8781 4.5134 4.0121
H -0.1794 3.9590 1.5262
H -1.9135 -1.6145 4.5106
H -3.6717 -2.4940 2.5805
H -2.6171 -1.4217 0.2622
O 1.6873 -0.4334 -3.6918
As 1.7816 -1.4667 -2.2609
O 2.0079 -3.0215 -2.7147
O 0.4953 -1.0967 -1.2805
C 3.5194 -0.9118 -1.4789
C 4.4799 -1.9227 -1.5798
C 5.7639 -1.7670 -1.0901
C 6.1255 -0.5741 -0.4837
C 5.1959 0.4455 -0.3912
C 3.9036 0.2844 -0.8814
S 2.8195 1.6949 -0.6697
O 2.2336 1.5505 0.6729
O 3.6592 2.8564 -0.8266
O 1.7608 1.5162 -1.6670
H 1.5509 0.4620 -3.3322
H 4.1719 -2.8498 -2.0500
H 6.4798 -2.5762 -1.1803
H 7.1263 -0.4347 -0.0912
H 5.4586 1.3956 0.0564
F -0.0594 3.7622 -0.7453
C -1.1253 3.0897 -1.2656
C -1.2812 1.7381 -1.0294
C -2.4225 1.2167 -1.5979
F -2.7315 -0.1023 -1.4239
C -3.3442 1.9390 -2.3367
F -4.4588 1.3697 -2.8553
C -3.1262 3.2836 -2.5437
F -4.0084 4.0197 -3.2572
C -2.0046 3.8700 -1.9995
F -1.8064 5.1965 -2.1912
```

Calculated values
E_HOMO (alpha / beta) = -0.3 / -3.7 eV
ΔE to the lowest compared entry with this formula, charge and spin = 0.000 eV
Energy = -5597.08152 a.u.
Spin multiplicity = 3
Total charge = -2
LUMO energy (alpha / beta) = 4.6 / 4.6 eV
Gap between HOMO and LUMO (alpha / beta) = 4.95 / 8.28 eV

natural (NBO) population analysis, charges in e, atoms 1 to 2: 1.226, -0.369



Entry 3:
The following is a DFT calculation (the ωB97M-V functional and the def2-TZVPD basis) of C21H15AsGaN4O3S4 as an isolated structure.

XYZ file:
```
49
C21H15AsGaN4O3S4 the ωB97M-V functional and the def2-TZVPD basis
Ga 0.2390 0.1336 -0.3416
O 1.8111 -3.9802 4.9801
C 1.7774 -2.7313 5.0366
O 2.0386 -1.9765 5.9974
C 1.3638 -2.0274 3.7317
C 1.1934 -0.6560 3.6829
C 0.7275 -0.0393 2.5229
N 0.5500 -0.7760 1.3824
C 0.5370 -2.1375 1.4735
C 0.9692 -2.7762 2.6085
C -0.1823 -2.7815 0.3840
C -0.2409 -4.1666 0.1735
C -1.0321 -4.6560 -0.8357
C -1.7586 -3.7683 -1.6363
C -1.6197 -2.4206 -1.3886
N -0.8559 -1.9340 -0.4117
C 0.1807 1.2835 2.4488
C 0.3076 2.2689 3.4515
C -0.3564 3.4560 3.3150
C -1.1558 3.6793 2.1762
C -1.1980 2.6896 1.2214
N -0.5494 1.5297 1.3274
H 1.3548 -0.1067 4.6010
H 0.9474 -3.8524 2.7133
H 0.3391 -4.8255 0.8037
H -1.0874 -5.7235 -1.0121
H -2.3930 -4.1161 -2.4399
H -2.1334 -1.6767 -1.9866
H 0.9275 2.0708 4.3147
H -0.2672 4.2182 4.0800
H -1.7063 4.5996 2.0372
H -1.7865 2.8053 0.3183
S 4.7369 0.2184 -1.7825
As 2.7776 0.7995 -2.2601
S 1.3557 -0.9286 -2.1290
S 1.7852 1.8976 -0.5797
S 2.5358 1.8432 -4.1059
O -1.3665 0.8281 -1.3683
N -1.0811 1.4427 -2.5213
C -0.7698 2.7477 -2.5135
C -0.5663 3.4132 -3.7008
C -0.6485 2.7171 -4.8929
C -0.9243 1.3622 -4.8696
C -1.1184 0.7350 -3.6601
H -0.6886 3.1945 -1.5385
H -0.2863 4.4551 -3.6703
H -0.4478 3.2161 -5.8304
H -0.9350 0.7697 -5.7715
H -1.2996 -0.3179 -3.5349
```

Calculated values
E_HOMO (alpha / beta) = -0.3 / -1.8 eV
ΔE to the lowest compared entry with this formula, charge and spin = 1.127 eV
Energy = -7007.48921 a.u.
Spin multiplicity = 2
Total charge = -2
LUMO energy (alpha / beta) = 4.1 / 4.1 eV
Gap between HOMO and LUMO (alpha / beta) = 4.41 / 5.92 eV

natural (NBO) population analysis, charges in e, atoms 1 to 2: 1.488, -0.774



Entry 4:
The following is a DFT calculation (the ωB97M-V functional and the def2-TZVPD basis) of C21H15BF4N4O6Tc as an isolated structure.

XYZ file:
```
52
C21H15BF4N4O6Tc the ωB97M-V functional and the def2-TZVPD basis
Tc -0.0583 0.0159 -0.4293
C -0.1337 2.6215 3.1223
C 0.2011 1.6982 2.0049
N -0.6439 1.2967 1.1268
N -1.9481 1.6981 1.1724
C -2.5943 1.1268 0.1899
O -2.0310 0.2841 -0.6266
C -4.0261 1.4032 -0.0073
C -4.7504 2.1086 0.9500
C -6.0949 2.3631 0.7445
C -6.7164 1.9212 -0.4167
C -5.9925 1.2253 -1.3745
C -4.6475 0.9641 -1.1720
C 1.5457 1.1469 1.8175
C 2.5940 1.3941 2.6848
C 3.8244 0.8055 2.4411
C 3.9680 -0.0119 1.3359
C 2.8821 -0.2078 0.4996
N 1.6988 0.3587 0.7315
H -1.1890 2.8688 3.0884
H 0.4534 3.5381 3.0373
H 0.1004 2.1571 4.0818
H -4.2514 2.4492 1.8463
H -6.6600 2.9090 1.4883
H -7.7674 2.1250 -0.5769
H -6.4747 0.8929 -2.2841
H -4.0631 0.4450 -1.9185
H 2.4416 2.0384 3.5380
H 4.6575 0.9867 3.1063
H 4.9078 -0.4904 1.1033
H 2.9534 -0.8099 -0.3931
O -1.9594 -4.3289 -4.1779
C -1.4194 -3.4059 -3.3652
C -0.4651 -2.4873 -3.8127
C 0.0051 -1.5751 -2.9033
N -0.4473 -1.5712 -1.6618
C -1.2856 -2.4862 -1.1862
C -1.8133 -3.4369 -2.0220
C -1.3943 -2.3852 0.3215
O -2.1239 -3.0911 0.9631
O -0.5591 -1.4817 0.8095
C 1.1584 -0.6098 -3.0034
O 1.8267 -0.4710 -3.9867
O 1.4064 -0.0725 -1.8114
H -1.6312 -4.2207 -5.0792
H -0.0826 -2.4936 -4.8253
H -2.4896 -4.1948 -1.6546
F -0.0915 1.9723 -1.3505
B -0.8122 2.2551 -2.6801
F -0.0443 3.1766 -3.3242
F -2.0612 2.7002 -2.3223
F -0.8503 1.0193 -3.3176
```

Calculated values
E_HOMO (alpha / beta) = -8.9 / -8.9 eV
ΔE to the lowest compared entry with this formula, charge and spin = 0.000 eV
Energy = -1985.17349 a.u.
Spin multiplicity = 2
LUMO energy (alpha / beta) = -1.4 / -1.7 eV
Gap between HOMO and LUMO (alpha / beta) = 7.51 / 7.21 eV

natural (NBO) population analysis, charges in e, atoms 1 to 2: 1.418, -0.682



Entry 5:
The following is a DFT calculation (the ωB97M-V functional and the def2-TZVPD basis) of C21H15Br2CrN8Se as an isolated structure.

XYZ file:
```
48
C21H15Br2CrN8Se the ωB97M-V functional and the def2-TZVPD basis
Cr -0.2339 -0.5021 0.6477
N -0.4125 -2.8225 4.1648
C 0.1514 -2.7020 2.9686
N -0.3293 -1.6074 2.3954
C -1.2079 -1.1060 3.3219
N -1.2803 -1.8219 4.4081
C -1.9595 0.1068 3.0046
C -2.8981 0.6885 3.8435
N -3.5617 1.7780 3.4797
C -3.2951 2.2898 2.2852
C -2.3575 1.7190 1.4335
N -1.6896 0.6249 1.7955
H -0.2759 -3.5496 4.8541
H 0.8543 -3.4004 2.5433
H -3.1115 0.2602 4.8153
H -3.8390 3.1776 1.9888
H -2.1408 2.1457 0.4638
Br 0.2873 3.8391 -4.3799
C 0.0934 2.6191 -2.9881
C -0.9914 1.7517 -2.9561
C -1.0817 0.8606 -1.9095
N -0.1760 0.8112 -0.9215
C 0.8774 1.6521 -0.9515
C 1.0407 2.5677 -1.9713
C 1.8232 1.5016 0.1797
C 2.9756 2.2494 0.3093
C 3.8024 2.0321 1.4054
Br 5.3644 3.0219 1.6065
C 3.4482 1.0716 2.3436
C 2.2824 0.3657 2.1442
N 1.4798 0.5645 1.0896
H -1.7426 1.7619 -3.7325
H -1.8943 0.1483 -1.8530
H 1.8858 3.2388 -1.9948
H 3.2459 2.9940 -0.4239
H 4.0652 0.8760 3.2084
H 1.9694 -0.3859 2.8550
Se -0.4854 -2.4478 -0.6047
C -0.2428 -2.5254 -2.5050
C -1.3214 -2.3393 -3.3531
C -1.0883 -2.4681 -4.7182
N 0.1039 -2.7401 -5.2363
C 1.1228 -2.9095 -4.4001
C 1.0082 -2.8198 -3.0171
H -2.3142 -2.1158 -2.9856
H -1.9038 -2.3421 -5.4211
H 2.0835 -3.1330 -4.8490
H 1.8693 -2.9791 -2.3829
```

Calculated values
E_HOMO (alpha / beta) = -14.4 / -14.5 eV
ΔE to the lowest compared entry with this formula, charge and spin = 0.000 eV
Energy = -9840.78802 a.u.
Spin multiplicity = 4
Total charge = +2
LUMO energy (alpha / beta) = -7.7 / -7.1 eV
Gap between HOMO and LUMO (alpha / beta) = 6.70 / 7.32 eV

natural (NBO) population analysis, charges in e, atoms 1 to 2: 1.111, -0.297